# 1
Below is a molecular structure, C41H49AuN6S in a non-equilibrium geometry, with properties calculated with the ωB97M-V functional and the def2-TZVPD basis.

The calculation puts the LUMO energy at -1.51 eV. As for the spin multiplicity: 1. The value obtained for the total energy is -2454.16466 Eh. The net charge is 0.

Structure (XYZ):
```
98
C41H49AuN6S the ωB97M-V functional and the def2-TZVPD basis
Au 0.01 0.00 0.87
S 0.30 -0.93 -2.24
N 1.76 0.97 0.84
N -0.79 1.29 -0.43
N 1.13 -1.42 -4.64
N 0.76 -1.21 2.29
N -1.70 -1.03 0.84
N -0.51 0.27 -4.46
C -4.93 -2.64 -1.82
C -2.96 0.26 -0.83
C 0.26 -0.40 -6.59
C 1.10 -1.30 -5.95
C 2.09 1.96 -0.04
C -3.75 -1.84 0.24
C 3.21 -2.20 4.93
C 2.88 0.71 1.58
C -4.47 3.35 -1.88
C -2.03 1.23 -1.03
C 4.19 3.32 -0.70
C 3.21 -1.06 5.95
C 4.02 4.72 -0.12
C 3.46 2.30 0.11
C 1.97 -1.10 2.93
C -1.96 -2.17 1.55
C 0.47 -3.88 4.89
C 2.97 -0.22 2.61
C 6.25 0.49 1.35
C 0.89 -2.76 3.99
C -2.79 -0.82 0.04
C -1.49 1.38 -6.38
C 0.09 -2.23 2.91
C 0.31 -0.65 -3.92
C 0.86 -5.24 4.31
C -0.54 0.39 -5.77
C -0.14 2.34 -1.01
C -3.42 2.63 -2.74
C -0.68 4.31 -2.62
C -5.07 -1.96 -0.46
C -3.87 -3.89 1.80
C 2.06 -2.07 3.99
C -1.03 3.05 -1.90
C -1.15 -2.70 2.55
C -2.19 2.34 -1.95
C -3.22 -2.70 1.18
C 3.95 1.55 1.16
C 1.19 2.63 -0.88
C -4.47 -3.49 3.15
C -0.03 3.98 -3.96
C 5.31 1.62 1.79
H -1.53 -3.55 3.09
H -4.50 -3.63 -1.70
H -3.84 1.70 -3.14
H -4.74 2.73 -1.03
H 3.83 3.30 -1.73
H -4.93 -4.35 3.64
H 0.38 -5.39 3.35
H 4.34 4.74 0.92
H -3.14 -4.69 1.94
H -1.60 1.18 -7.44
H 5.25 3.06 -0.72
H 4.05 -1.14 6.64
H 3.15 -3.16 5.45
H -5.89 -2.74 -2.31
H -4.26 -2.08 -2.47
H 0.95 -3.76 5.87
H 0.18 4.89 -4.52
H -5.75 -2.53 0.16
H -3.69 -3.09 3.80
H 0.22 -0.32 -7.67
H -4.06 4.29 -1.52
H 4.15 -2.19 4.36
H -0.70 3.35 -4.54
H 5.80 -0.48 1.53
H 1.77 -1.95 -6.50
H 7.19 0.55 1.89
H 0.89 3.43 -3.83
H 2.97 5.01 -0.14
H 3.26 -0.09 5.44
H 5.19 1.59 2.87
H -5.50 -0.96 -0.60
H 6.45 0.57 0.28
H 5.76 2.58 1.53
H -2.45 1.33 -5.88
H -5.22 -2.71 3.01
H -5.37 3.55 -2.46
H 4.60 5.44 -0.68
H 3.89 -0.26 3.17
H -1.09 2.38 -6.26
H 2.28 -1.08 6.52
H -3.88 0.29 -1.40
H 0.01 4.91 -2.01
H 1.60 3.42 -1.47
H -4.66 -4.27 1.15
H -1.58 4.90 -2.79
H -3.16 3.26 -3.59
H -0.61 -3.85 5.05
H 1.93 -5.30 4.16
H 0.55 -6.03 4.99
```

Want to see where the charge sits? The Löwdin charges in e are: 1.403, 0.464, -0.026, -0.067, 0.017, -0.023, -0.026, 0.081, -0.075, 0.067, -0.053, -0.169, -0.213, -0.120, -0.184, -0.210, -0.081, -0.237, -0.184, -0.080, -0.081, -0.121, -0.217, -0.211, -0.189, 0.059, -0.080, -0.125, -0.215, -0.044, -0.217, -0.930, -0.080, -0.367, -0.232, -0.183, -0.180, -0.188, -0.184, -0.129, -0.117, 0.061, -0.118, -0.127, -0.118, 0.070, -0.081, -0.072, -0.188, 0.105, 0.078, 0.112, 0.069, 0.115, 0.072, 0.075, 0.074, 0.114, 0.070, 0.112, 0.074, 0.107, 0.072, 0.077, 0.111, 0.075, 0.106, 0.067, 0.086, 0.075, 0.114, 0.043, 0.070, 0.097, 0.073, 0.079, 0.069, 0.067, 0.112, 0.109, 0.077, 0.107, 0.072, 0.079, 0.072, 0.073, 0.109, 0.057, 0.079, 0.114, 0.109, 0.108, 0.110, 0.112, 0.109, 0.107, 0.076, 0.073

# 2
Below is a molecular structure, C48H54As2BrCrN3OSi2Te in a non-equilibrium geometry, with properties calculated with the ωB97M-V functional and the def2-TZVPD basis.

The calculation puts the LUMO energy (spin up / spin down) at -4.70 / -3.39 eV. As for the spin multiplicity: 4. The value obtained for the total energy is -11037.84052 Eh. Its expectation value of S² is 3.86. The net charge is +1.

Structure (XYZ):
```
113
C48H54As2BrCrN3OSi2Te the ωB97M-V functional and the def2-TZVPD basis
Te -1.72 -0.16 0.71
Br 0.24 1.87 2.65
As 2.64 0.08 0.60
As 0.97 -1.48 -1.76
Cr 0.40 1.49 0.14
Si -2.79 -3.29 -0.40
Si -4.51 0.89 2.41
O 1.79 2.59 -0.67
N 5.35 5.65 -0.51
N 2.57 4.01 0.93
N 3.92 2.58 -3.38
C -0.98 3.40 2.55
C 2.94 -4.97 -4.32
C -1.43 3.99 3.69
C -0.38 -0.73 -2.96
C 3.83 3.19 -2.42
C -1.05 -4.00 -0.67
C 5.21 1.37 1.18
C 1.69 -4.30 2.20
C -1.77 4.98 -1.23
C 2.06 -4.15 -2.24
C 1.90 -2.81 -4.21
C -2.36 5.53 -0.12
C -2.11 4.99 1.16
C -0.99 3.82 -1.12
C -5.42 -0.77 2.17
C 5.83 -0.23 3.35
C 1.19 -1.96 2.05
C 3.48 -0.23 -1.15
C 2.53 -3.80 -4.94
C -2.63 5.57 2.33
C -1.11 -1.49 -3.88
C 0.88 -3.22 2.52
C 4.60 4.85 -0.84
C -1.79 1.17 -3.46
C 6.75 0.69 2.88
C -3.39 1.23 0.87
C -0.77 3.19 0.09
C 2.70 -5.15 -2.97
C 2.83 -4.09 1.43
C 4.29 0.42 1.62
C -2.82 -1.39 -0.70
C 3.67 3.86 -1.20
C -5.72 2.35 2.55
C 6.44 1.50 1.80
C 1.66 -2.97 -2.85
C -2.13 -0.91 -4.61
C -3.33 -3.69 1.39
C -1.28 3.83 1.25
C 3.14 -2.83 0.96
C -0.74 0.60 -2.77
C 2.42 -0.23 -2.24
C -3.97 -4.01 -1.71
C 2.31 -1.75 1.25
C 4.60 -0.35 2.73
C 2.64 3.49 -0.34
C -3.35 0.80 3.92
C -2.49 0.41 -4.39
C -2.30 5.08 3.57
H 1.45 -5.28 2.56
H -1.06 -5.08 -0.53
H 2.71 -3.65 -6.00
H -2.99 2.24 0.92
H -0.70 -3.80 -1.68
H -5.21 3.30 2.62
H -6.01 -1.01 3.05
H -3.70 -3.67 -2.71
H 4.98 2.00 0.33
H -1.13 3.63 4.66
H 4.03 -1.18 -1.14
H 4.22 0.56 -1.34
H -3.00 6.40 -0.20
H 6.07 -0.86 4.20
H -0.85 -2.53 -4.02
H -0.54 3.44 -2.03
H -2.98 1.78 4.20
H -2.66 -1.50 -5.34
H 7.72 0.77 3.36
H -4.72 -1.57 2.01
H 3.16 4.79 1.13
H -4.41 -3.67 1.49
H 3.45 -5.73 -4.89
H 2.02 0.78 -2.35
H -3.95 1.15 -0.06
H -3.30 0.85 -4.95
H -0.16 1.22 -2.06
H -2.08 2.20 -3.29
H 3.48 -4.92 1.21
H -2.50 0.16 3.73
H 0.00 -3.37 3.14
H 1.65 4.04 1.36
H -2.91 -2.98 2.10
H -2.47 -1.17 -1.70
H -1.92 5.42 -2.20
H -2.69 5.54 4.46
H -0.33 -3.59 0.03
H 0.57 -1.12 2.34
H -6.34 2.24 3.44
H -3.00 -4.68 1.67
H -3.85 -1.04 -0.62
H 1.59 -1.89 -4.71
H -6.10 -0.74 1.32
H 3.87 -1.07 3.11
H 1.88 -4.29 -1.18
H 7.15 2.23 1.44
H -5.00 -3.73 -1.54
H 4.04 -2.68 0.38
H -3.87 0.40 4.79
H -6.39 2.40 1.70
H -3.29 6.42 2.24
H 3.01 -6.06 -2.48
H 2.85 -0.50 -3.20
H -3.92 -5.09 -1.72
```

Results of the Löwdin charge analysis, in e, for atoms 1 through 99: 1.308, 0.917, 1.283, 1.309, 0.222, 0.488, 0.495, -0.222, 0.165, 0.203, 0.176, -0.495, -0.074, -0.104, -0.407, -0.219, -0.187, -0.101, -0.070, -0.042, -0.119, -0.122, -0.008, -0.156, -0.091, -0.160, -0.071, -0.171, -0.379, -0.068, -0.007, -0.115, -0.083, -0.234, -0.063, -0.070, -0.474, -0.224, -0.073, -0.075, -0.344, -0.487, -0.217, -0.164, -0.062, -0.378, -0.065, -0.180, -0.267, -0.117, -0.163, -0.427, -0.162, -0.432, -0.105, -0.468, -0.175, -0.065, -0.051, 0.110, 0.045, 0.110, -0.017, -0.001, 0.017, 0.038, 0.023, 0.087, 0.117, 0.077, 0.066, 0.122, 0.109, 0.105, 0.099, 0.006, 0.112, 0.109, -0.016, 0.108, 0.023, 0.109, 0.037, 0.021, 0.111, 0.044, 0.102, 0.113, -0.006, 0.110, 0.071, 0.006, -0.021, 0.117, 0.117, -0.005, 0.022, 0.031, 0.032

Number 1: molar mass 854.92 g mol⁻¹. Number 2: molar mass 1154.50 g mol⁻¹.